ORCA calculation (ωB97M-V/def2-TZVPD) on a molecular structure, C11H22N2O3S in a non-equilibrium geometry.

CARTESIAN COORDINATES (ANGSTROEM)
1 C -2.820 -1.247 0.938
2 N -1.793 -0.597 -0.053
3 C -0.722 -1.213 -0.578
4 N 0.001 -1.907 0.326
5 C 0.027 -1.639 1.587
6 H 0.976 -1.290 2.037
7 H -0.422 -2.394 2.566
8 H -0.644 -0.565 1.773
9 C 1.025 -2.629 -0.192
10 C 2.252 -1.820 -0.658
11 H 1.912 -1.273 -1.658
12 H 3.045 -2.254 -0.770
13 O 2.360 -0.811 0.053
14 C 3.189 0.471 -0.324
15 H 4.203 0.171 -0.209
16 C 2.642 1.713 0.313
17 O 1.938 2.300 -0.659
18 C 0.558 1.908 -0.832
19 C -0.284 2.542 0.115
20 O -1.703 2.758 -0.224
21 C -2.736 1.766 -0.194
22 H -2.890 1.663 1.130
23 H -3.605 2.396 -0.373
24 C -2.617 0.491 -0.697
25 H -3.546 0.286 -1.453
26 H -1.848 0.629 -1.761
27 H -0.440 1.530 1.001
28 H 0.030 3.548 0.537
29 H 0.187 2.357 -1.751
30 H 0.634 0.833 -0.927
31 H 3.593 2.499 0.296
32 H 2.175 1.557 1.020
33 H 3.134 0.446 -1.437
34 H 0.731 -3.457 -0.915
35 H 1.398 -3.304 0.758
36 S -0.585 -1.270 -2.144
37 H -3.760 -1.511 0.144
38 H -3.146 -0.571 1.949
39 H -2.449 -2.113 1.267

Properties
Maximum force: 0.3431 Eh/bohr
Energy: -31707.54515 eV
Molar mass: 262.37 Da
Relative energy (zero: lowest compared OMol25 entry of this formula, charge and spin): 1526.18 kJ/mol
Kohn-Sham gap: 8.63 eV
LUMO: 0.71 eV

natural (NBO) population analysis, charges in e, atoms 1 to 8: -0.392, -0.480, 0.259, -0.518, -0.394, 0.223, 0.171, 0.227


ORCA calculation (ωB97M-V/def2-TZVPD) on 2 unconnected molecules or ions with the total composition CH3ClS2 in a non-equilibrium geometry.

CARTESIAN COORDINATES (ANGSTROEM)
1 C -0.207 0.208 0.129
2 S 1.422 -0.414 -0.077
3 S -1.007 0.908 -1.265
4 Cl -0.598 1.198 1.563
5 H -0.979 -1.859 0.701
6 H 1.373 -0.997 1.169
7 H -0.004 0.956 -2.220

Properties
Maximum force: 0.0413 Eh/bohr
Energy: -35273.66099 eV
Molar mass: 114.62 Da
Relative energy (zero: lowest compared OMol25 entry of this formula, charge and spin): 185.31 kJ/mol
Kohn-Sham gap (alpha / beta): 8.47 / 8.26 eV
2S+1: 3
LUMO (alpha / beta): 0.60 / -1.48 eV

Okay, here come the natural (NBO) numbers, in e, for every atom: -0.444, 0.090, 0.082, -0.010, -0.005, 0.153, 0.135


ORCA calculation (ωB97M-V/def2-TZVPD) on 2 unconnected molecules or ions with the total composition C6H11BClFIO7PS in a non-equilibrium geometry.

CARTESIAN COORDINATES (ANGSTROEM)
1 C 1.624 -2.848 3.307
2 C 1.327 -1.820 2.361
3 P 0.821 -0.625 0.907
4 C -0.451 -1.557 -0.162
5 C -1.748 -0.685 -0.646
6 C -3.169 -1.416 -0.175
7 I -4.058 -2.397 -1.950
8 B 2.384 -0.358 -0.233
9 C 3.835 -1.106 0.000
10 O 2.266 0.541 -1.403
11 S 0.175 1.263 1.681
12 O 1.260 1.875 2.599
13 O -1.229 1.115 2.371
14 F -0.090 2.414 0.390
15 H 1.538 -3.898 3.867
16 H 0.102 -2.030 -1.106
17 H -0.813 -2.498 0.476
18 H -1.717 -0.635 -1.834
19 H -1.801 0.411 -0.241
20 H -2.997 -2.255 0.625
21 H -3.935 -0.651 0.287
22 H 3.645 -2.023 0.721
23 H 4.601 -0.322 0.448
24 H 4.253 -1.463 -1.040
25 H 1.964 0.005 -2.211
26 O -0.109 4.247 -1.849
27 Cl -1.558 4.192 -1.808
28 O -2.104 5.115 -2.784
29 O -2.018 4.561 -0.483
30 O -1.999 2.846 -2.115

Properties
Maximum force: 0.1988 Eh/bohr
Energy: -64854.95511 eV
Molar mass: 450.36 Da
Kohn-Sham gap: 3.94 eV
LUMO: -3.96 eV

natural (NBO) population analysis, charges in e, atoms 1 to 8: -0.057, -0.417, 0.870, -0.704, -0.468, -0.534, 0.097, 0.823


ORCA calculation (ωB97M-V/def2-TZVPD) on a single C3H6N2 molecule in a non-equilibrium geometry.

CARTESIAN COORDINATES (ANGSTROEM)
1 C -1.542 -1.359 1.166
2 C -1.136 -0.613 0.072
3 C -0.037 0.118 0.157
4 N 0.649 0.517 -0.833
5 N 1.759 1.177 -0.679
6 H -2.420 -1.823 1.025
7 H -1.165 -1.182 2.129
8 H -1.828 -0.463 -0.861
9 H 0.383 0.386 1.079
10 H 2.231 1.197 0.274
11 H 2.237 1.154 -1.434

Properties
Maximum force: 0.1550 Eh/bohr
SMILES: C=C/C=N/N
Energy: -6185.14657 eV
Molar mass: 70.09 Da
Relative energy (zero: lowest compared OMol25 entry of this formula, charge and spin): 327.89 kJ/mol
Kohn-Sham gap: 8.92 eV
LUMO: 0.98 eV

natural (NBO) population analysis, charges in e, atoms 1 to 8: -0.395, -0.193, -0.088, -0.176, -0.581, 0.186, 0.191, 0.224


- molar mass of number 2 (CH3ClS2)?
  114.62 Da


What did the second record say?
ORCA calculation (ωB97M-V/def2-TZVPD) on 2 unconnected molecules or ions with the total composition CH3ClS2 in a non-equilibrium geometry.

CARTESIAN COORDINATES (ANGSTROEM)
1 C -0.207 0.208 0.129
2 S 1.422 -0.414 -0.077
3 S -1.007 0.908 -1.265
4 Cl -0.598 1.198 1.563
5 H -0.979 -1.859 0.701
6 H 1.373 -0.997 1.169
7 H -0.004 0.956 -2.220

Properties
Maximum force: 0.0413 Eh/bohr
Energy: -35273.66099 eV
Molar mass: 114.62 Da
Relative energy (zero: lowest compared OMol25 entry of this formula, charge and spin): 185.31 kJ/mol
Kohn-Sham gap (alpha / beta): 8.47 / 8.26 eV
2S+1: 3
LUMO (alpha / beta): 0.60 / -1.48 eV

Okay, here come the natural (NBO) numbers, in e, for every atom: -0.444, 0.090, 0.082, -0.010, -0.005, 0.153, 0.135